A structure of composition C45H55BrN7O5P3S2Sm in a non-equilibrium geometry. Source: the OMol25 dataset; level of theory: the ωB97M-V functional and the def2-TZVPD basis.

The geometry in XYZ format:
```
119
Properties=species:S:1:pos:R:3:forces:R:3
Sm -1.712 1.058 2.329 -0.271 -0.824 -0.051
O -3.085 -0.698 2.534 0.082 0.242 0.090
N -2.369 -1.914 2.458 -0.135 0.558 0.406
N -0.965 -1.476 2.701 -0.570 -1.566 1.279
O -0.566 -0.743 1.617 0.195 0.482 -0.863
C -0.184 -2.779 2.861 -0.204 1.849 0.452
C 1.293 -2.566 2.764 3.269 0.911 -0.035
C 2.098 -2.488 4.080 -0.657 0.186 -0.814
C 1.500 -2.800 5.246 -0.176 -0.273 -0.771
C 0.078 -3.311 5.343 1.416 1.315 -0.780
C -0.594 -3.338 4.187 -2.022 -1.020 1.199
H 1.595 -1.698 2.074 -0.787 -1.147 0.944
H 3.179 -2.195 4.010 -1.172 -0.334 0.255
H 2.134 -2.782 6.095 0.204 0.006 1.019
H -0.378 -3.502 6.335 0.445 -0.277 -0.943
H -1.624 -3.770 4.259 0.832 0.408 -0.291
C 1.739 -2.603 -3.945 1.125 0.050 0.744
N 0.612 -2.094 -3.187 -0.177 0.306 -0.061
P 0.648 -0.430 -2.766 -0.033 -1.174 -0.374
C 0.836 0.382 -4.405 0.923 0.653 -0.393
C 0.147 -0.124 -5.507 0.924 2.740 0.224
C 0.048 0.714 -6.638 -0.551 -1.637 -0.237
C 0.681 1.899 -6.880 -0.102 0.775 1.261
C 1.442 2.341 -5.792 0.366 -0.136 -0.365
C 1.545 1.619 -4.621 -0.313 -0.529 0.731
C 2.332 -0.462 -2.095 1.292 0.560 0.011
C 3.514 -0.290 -2.872 -1.524 0.424 1.961
C 4.737 -0.111 -2.241 -0.589 -0.954 0.074
C 4.900 -0.234 -0.865 -2.717 -0.046 0.699
C 3.704 -0.557 -0.105 2.168 0.414 -0.495
C 2.463 -0.670 -0.705 -1.042 -0.643 0.442
P -0.496 -3.062 -2.280 -0.197 -0.355 -0.186
C 0.311 -3.459 -0.734 -0.703 0.241 2.478
C -0.481 -3.312 0.385 0.376 0.670 -2.150
C -0.091 -3.792 1.733 -0.732 -0.254 -0.605
C 1.424 -3.938 1.955 -0.312 0.655 1.035
C 2.260 -3.974 0.719 0.162 -0.764 -1.914
C 1.724 -3.832 -0.530 0.218 0.320 1.089
C -0.329 -4.697 -3.130 0.210 -0.609 0.698
C -1.028 -4.884 -4.315 -0.110 1.304 0.680
C -1.083 -6.095 -4.925 -0.677 -0.866 -1.157
C -0.445 -7.192 -4.401 -0.480 -1.277 -1.508
C 0.224 -7.048 -3.234 1.423 -1.973 0.495
C 0.283 -5.850 -2.596 1.045 1.258 0.855
H 1.930 -1.879 -4.736 0.248 -0.352 -0.256
H 1.483 -3.567 -4.329 -0.124 -0.515 -0.572
H 2.705 -2.752 -3.359 -1.135 0.331 -0.461
H -0.365 -1.045 -5.503 -0.534 -0.871 0.187
H -0.614 0.300 -7.342 -0.648 -0.217 -1.289
H 0.488 2.552 -7.746 0.227 -0.699 0.372
H 2.025 3.237 -5.856 0.153 0.480 -0.118
H 2.235 2.068 -3.881 -0.595 -0.600 -0.152
H 3.409 -0.194 -3.930 0.176 0.029 -0.510
H 5.522 -0.051 -2.932 1.547 0.523 -0.420
H 5.826 -0.009 -0.354 0.101 -0.314 -0.108
H 3.815 -0.659 0.974 -0.154 -0.127 -0.182
H 1.555 -0.979 -0.069 1.296 0.772 -1.041
H -1.431 -2.761 0.285 0.300 -0.769 0.149
H -0.708 -4.654 1.940 -0.170 -0.632 0.011
H 1.605 -4.693 2.751 0.254 0.068 -0.927
H 3.328 -4.230 0.727 -0.399 0.252 0.465
H 2.329 -3.811 -1.441 0.176 -0.313 0.528
H -1.549 -4.024 -4.699 -0.251 0.088 -0.367
H -1.670 -6.252 -5.814 -0.066 0.267 -0.292
H -0.455 -8.155 -4.955 -0.068 0.776 0.564
H 0.828 -7.905 -2.859 -0.632 0.728 -0.076
H 0.989 -5.890 -1.758 -0.716 0.747 0.056
C -7.566 0.991 3.499 -0.324 -1.565 -0.874
C -6.543 1.879 2.823 -0.107 -1.360 0.919
C -6.760 3.212 2.605 0.511 1.403 -0.386
C -5.729 3.974 2.007 -0.422 -1.867 0.423
C -4.559 3.263 1.675 -0.924 0.359 -0.349
Br -3.256 4.216 0.698 0.417 0.132 -0.030
N -4.342 1.953 1.822 -0.733 0.487 1.147
C -5.344 1.284 2.437 -0.225 0.294 -0.491
H -8.247 0.585 2.721 0.092 0.473 0.257
H -8.200 1.501 4.224 0.292 -0.053 0.107
H -7.149 0.013 3.895 -0.128 1.497 -0.006
H -7.723 3.668 2.892 0.638 -0.147 -0.205
H -5.900 5.009 1.778 0.365 0.221 -0.071
H -5.298 0.204 2.577 0.825 0.255 -0.100
N 1.179 5.697 2.301 0.148 -0.739 -0.395
C 0.362 5.242 3.418 1.953 -0.642 0.781
P -0.072 3.484 3.212 -1.432 0.601 0.719
O 0.011 3.050 1.753 0.236 -0.234 0.327
O -1.480 3.313 3.783 0.521 -0.644 -0.375
C 1.042 2.387 4.157 1.135 0.741 -2.603
N 0.264 1.178 4.278 -0.865 -0.261 0.650
H 1.308 6.680 2.261 -0.018 1.100 0.456
H 0.710 5.465 1.440 -0.295 -0.378 -0.125
H 1.621 2.443 -1.799 -0.037 0.243 -0.379
H -0.576 5.703 3.546 -1.268 0.883 0.017
H 0.938 5.388 4.373 -0.540 -0.244 -0.768
H 1.495 2.769 5.059 0.146 0.185 0.274
H 1.811 2.288 3.302 -0.582 -0.340 1.679
H -0.334 1.263 5.120 0.483 -0.252 -0.681
H 0.857 0.370 4.378 -0.017 -0.454 0.085
H -2.637 -2.408 3.338 0.436 0.550 -0.776
C -0.796 2.130 -1.087 2.177 0.517 1.120
O -1.920 1.369 -1.220 -2.007 -0.737 -1.412
C -2.469 0.868 -0.195 -0.905 -1.206 0.733
C -3.569 -0.103 -0.619 1.603 -0.190 0.163
H -0.742 2.743 -1.968 0.174 0.558 -0.280
H 0.019 1.392 -1.097 -0.050 0.456 0.006
H -0.737 2.679 -0.123 -0.219 -0.090 -0.754
H -4.276 0.346 -1.312 -0.126 0.072 -0.003
H -4.002 -0.539 0.275 -0.279 0.066 -0.086
H -3.021 -0.924 -1.163 -0.459 0.627 0.354
S 2.560 2.262 -0.876 0.094 -1.170 -0.047
C 3.006 3.841 -0.705 0.617 0.910 0.107
N 3.819 4.173 0.302 -2.343 1.298 -2.958
C 3.854 5.605 0.500 1.079 0.912 -1.681
C 2.757 6.235 -0.443 1.992 2.059 2.830
S 2.558 5.183 -1.766 -0.285 -2.146 -1.158
H 4.412 3.497 0.675 1.034 -1.048 1.205
H 4.806 6.066 0.207 0.141 -0.453 0.423
H 3.613 5.720 1.512 -0.315 0.931 1.426
H 3.043 7.310 -0.668 -0.456 -1.441 -0.021
H 1.901 6.191 0.175 -1.158 0.511 0.117
```
Forces are in eV/Å.

For the LUMO energy (spin up / spin down), the calculation gives -0.1292 / -0.1292 Eh. The calculated total energy is -205697.75210 eV. As for the multiplicity: 6. Its charge is +1.


A cluster of 6 separate species, C45H55Cl11N2O8P2S in total in a non-equilibrium geometry. Source: the OMol25 dataset; level of theory: the ωB97M-V functional and the def2-TZVPD basis.

The geometry in XYZ format:
```
124
Properties=species:S:1:pos:R:3:forces:R:3
C 9.065 -0.392 1.661 -1.108 -1.079 -0.910
C 8.192 -0.949 1.029 1.598 1.219 1.062
C 7.048 -1.533 0.375 -0.219 0.075 0.548
C 5.773 -0.751 0.751 0.011 -0.116 -0.653
C 4.766 -0.585 -0.402 -0.395 -0.134 0.498
C 3.592 -1.527 -0.288 0.645 -0.374 -0.337
C 2.556 -1.203 0.566 0.158 1.196 0.181
C 1.507 -2.052 0.765 -0.339 -0.142 0.056
C 1.433 -3.239 0.102 -0.642 -0.398 0.504
C 2.431 -3.564 -0.760 0.449 -1.394 -0.751
N 2.281 -4.841 -1.431 -0.570 0.740 -0.571
C 1.625 -4.839 -2.455 0.464 -0.080 0.880
S 0.798 -4.794 -3.761 -0.265 -0.193 -0.488
C 3.526 -2.749 -0.984 0.180 0.073 -0.282
P 4.994 -3.100 -2.059 0.731 -0.049 0.420
O 4.683 -2.078 -3.296 -0.064 0.076 -0.214
Cl 4.731 -4.908 -3.005 -0.070 0.081 -0.076
C 0.492 -1.638 1.743 -0.169 -0.016 0.420
O 0.070 -2.406 2.575 -0.184 -0.192 -0.020
C 0.102 -0.207 1.626 -0.179 -0.438 0.158
C -1.217 0.185 1.725 -0.262 -0.378 0.454
C -2.246 -0.870 2.010 -0.084 -0.308 -0.338
C -2.490 -1.822 0.829 -0.514 -0.164 0.522
C -3.502 -1.236 -0.102 0.107 0.502 -0.506
O -3.480 -0.074 -0.418 -0.063 -0.061 0.031
N -4.541 -2.129 -0.569 -0.070 0.070 -0.003
C -5.848 -1.591 -0.392 0.538 -0.157 -0.052
C -6.667 -1.371 -1.465 -0.206 -0.005 -0.862
C -7.932 -0.864 -1.308 -0.087 -0.034 -0.149
C -8.376 -0.539 -0.054 -0.673 0.210 0.021
C -7.565 -0.762 1.031 -0.263 0.222 0.358
C -6.313 -1.292 0.868 0.426 -0.088 0.598
C -1.507 1.523 1.551 -0.754 -0.068 -0.164
C -2.922 1.976 1.673 -0.327 0.102 0.336
O -2.911 2.814 2.815 0.059 0.294 0.340
O -4.272 3.253 3.009 0.098 -0.178 -0.427
C -0.514 2.449 1.279 -0.042 0.519 -0.657
P -0.773 4.272 1.004 0.053 0.667 1.074
C -2.503 4.725 0.657 0.067 -0.013 -0.505
O -0.134 4.532 -0.492 -0.128 -0.238 -0.234
C 0.829 2.041 1.232 0.439 0.523 0.304
C 1.834 3.121 0.943 0.682 -0.215 -0.532
O 3.180 2.860 1.259 -0.263 -0.118 0.113
C 4.007 3.875 0.697 0.371 -0.618 0.264
C 4.629 3.437 -0.607 -0.195 0.122 -0.333
C 4.962 4.597 -1.525 0.261 -0.412 -0.185
C 1.122 0.698 1.409 0.655 0.144 -0.081
C 2.484 0.052 1.412 0.446 -0.195 -0.182
O 3.407 0.351 2.119 -0.059 0.275 0.181
H 9.891 -0.050 2.231 -0.404 -0.115 -0.151
H 6.975 -2.530 0.791 -0.144 -0.530 -0.318
H 7.213 -1.606 -0.690 -0.030 -0.030 -0.316
H 5.296 -1.253 1.577 -0.175 -0.028 0.319
H 6.035 0.234 1.101 0.172 0.298 0.130
H 5.262 -0.650 -1.359 0.233 -0.029 -0.271
H 4.336 0.403 -0.350 0.039 0.528 -0.006
H 0.609 -3.911 0.251 -0.212 -0.222 0.115
H 4.085 -1.375 -3.027 -0.253 0.079 -0.192
H -1.933 -1.475 2.840 0.289 -0.146 0.347
H -3.210 -0.482 2.292 -0.149 0.351 0.126
H -2.921 -2.737 1.209 0.072 -0.396 0.062
H -1.579 -2.081 0.302 0.199 -0.008 -0.249
H -4.403 -2.261 -1.565 0.165 -0.227 -0.077
H -6.347 -1.587 -2.464 0.346 -0.143 -0.300
H -8.553 -0.730 -2.173 -0.217 0.124 -0.246
H -9.353 -0.116 0.089 -0.290 0.086 0.025
H -7.940 -0.504 2.002 0.050 0.016 0.421
H -5.686 -1.470 1.725 0.158 -0.079 0.230
H -3.267 2.496 0.796 -0.051 0.268 -0.255
H -3.638 1.193 1.843 -0.094 -0.351 0.028
H -4.154 3.748 3.826 -0.090 0.151 0.429
H -3.118 4.771 1.535 -0.239 -0.190 0.361
H -2.993 4.155 -0.118 -0.184 -0.226 -0.223
H -2.438 5.737 0.275 0.261 0.331 -0.055
H -0.580 4.001 -1.162 0.029 0.020 -0.206
H 1.777 3.348 -0.118 -0.098 -0.011 -0.309
H 1.538 4.045 1.434 -0.210 0.195 0.293
H 3.451 4.794 0.541 -0.207 0.293 0.141
H 4.791 4.031 1.425 0.141 0.362 0.255
H 5.520 2.845 -0.431 0.160 -0.249 0.149
H 3.913 2.798 -1.118 -0.156 -0.206 -0.143
H 5.672 5.286 -1.088 0.022 0.364 0.284
H 5.432 4.197 -2.414 0.108 0.175 -0.136
H 4.059 5.099 -1.845 -0.156 0.352 0.039
Cl -8.454 -4.879 -1.350 -0.002 0.031 0.001
C -8.682 -5.148 -3.099 -0.141 -0.029 0.030
C -7.381 -5.400 -3.809 0.004 -0.104 -0.055
Cl -6.351 -3.943 -3.854 0.073 -0.063 -0.084
H -9.195 -4.280 -3.506 0.047 0.058 0.032
H -9.327 -6.019 -3.206 0.143 0.115 0.005
H -7.574 -5.686 -4.842 -0.036 0.054 -0.018
H -6.813 -6.194 -3.332 0.032 0.041 0.070
Cl -10.545 -8.075 -3.805 -0.113 -0.180 -0.086
C -11.804 -7.876 -2.553 0.013 0.138 0.128
C -12.370 -9.196 -2.106 -0.030 -0.049 0.067
Cl -13.334 -9.980 -3.383 0.016 -0.013 -0.008
H -12.576 -7.227 -2.957 -0.010 -0.036 -0.086
H -11.335 -7.373 -1.708 0.041 -0.038 0.010
H -13.033 -9.037 -1.257 -0.023 0.042 -0.010
H -11.584 -9.885 -1.809 0.026 -0.021 -0.053
Cl -3.359 5.134 5.814 -0.008 -0.027 -0.133
C -1.974 5.453 4.723 0.108 -0.100 -0.053
C -1.308 6.768 5.020 0.079 0.037 0.018
Cl -2.346 8.156 4.601 -0.013 0.008 0.016
H -2.338 5.415 3.699 -0.039 0.029 0.011
H -1.266 4.639 4.866 -0.002 -0.012 0.025
H -0.401 6.855 4.424 -0.020 -0.033 -0.061
H -1.044 6.852 6.070 -0.058 0.023 0.031
Cl 4.956 2.338 -3.959 -0.113 -0.297 -0.231
C 4.194 2.751 -5.520 0.049 -0.127 -0.090
C 3.865 4.216 -5.623 0.001 0.062 -0.059
Cl 2.546 4.685 -4.518 0.007 0.006 0.022
H 3.304 2.138 -5.632 -0.029 -0.002 0.073
H 4.904 2.476 -6.298 0.036 0.048 -0.001
H 3.528 4.442 -6.633 -0.030 -0.029 -0.012
H 4.729 4.836 -5.399 -0.004 0.001 0.081
Cl 11.535 0.921 3.002 0.685 0.406 0.329
C 12.945 1.334 4.018 -0.019 0.094 0.072
C 14.234 0.825 3.431 0.086 0.023 -0.005
Cl 14.337 -0.953 3.479 -0.004 -0.006 -0.021
H 12.771 0.929 5.010 -0.031 -0.081 -0.019
H 12.976 2.420 4.088 0.005 0.013 -0.058
H 15.073 1.209 4.008 -0.014 -0.003 0.045
H 14.350 1.139 2.397 -0.042 -0.040 -0.035
```
Forces are in eV/Å.

For the LUMO energy, the calculation gives -0.0259 Eh. The calculated total energy is -234072.97892 eV. The structure (SMILES) is C#CCCCc1c2c(cc(N=C=S)c1P(O)Cl)C(=O)c1c(CCC(=O)Nc3ccccc3)c(COO)c(P(C)O)c(COCCC)c1C2=O.ClCCCl.ClCCCl.ClCCCl.ClCCCl.ClCCCl. As for the multiplicity: 1. Its charge is 0.